Molecular formula: C4H6N2OS
Method: DFT, ωB97M-V/def2-TZVPD

## Properties
* E_LUMO: -0.84 eV
* maximum force: 0.01944 Eh/bohr

The geometry in ORCA input format:
```
! wB97M-V def2-TZVPD RIJCOSX def2/J DEFGRID3
* xyz 0 1
S 2.821 -0.651 0.409
O 1.703 1.469 -0.579
N -3.179 0.590 0.742
N -2.700 -1.145 -0.701
C 1.551 0.208 -0.141
C -2.298 -0.134 -0.026
C 0.179 -0.333 -0.166
C -0.913 0.442 -0.040
H -1.971 -1.499 -1.325
H -0.810 1.511 0.095
H -2.810 0.995 1.600
H 0.086 -1.430 -0.190
H -4.085 0.124 0.869
H 0.870 1.756 -1.023
*
```

Atomic partial charges in e from the Löwdin method, atoms 1 to 6:
1 S 0.74
2 O -0.01
3 N 0.10
4 N 0.12
5 C -0.90
6 C -0.51


Molecular formula: C4H6N2OS
Method: DFT, ωB97M-V/def2-TZVPD

## Properties
* E_LUMO: -0.08 eV
* maximum force: 0.08307 Eh/bohr

The geometry in ORCA input format:
```
! wB97M-V def2-TZVPD RIJCOSX def2/J DEFGRID3
* xyz 0 1
S 2.590 -1.044 0.068
O -1.082 2.219 0.164
N -0.821 -0.775 0.890
N 0.089 0.093 0.340
C -1.421 -1.571 -0.161
C 1.519 0.172 -0.064
C 1.238 1.663 -0.488
C -0.163 1.432 0.046
H -2.426 -1.069 -0.377
H -1.384 -2.523 0.187
H 1.864 2.331 0.143
H 1.380 1.767 -1.492
H -0.554 -1.173 1.763
H -0.829 -1.522 -1.018
*
```

Atomic partial charges in e from the Löwdin method, atoms 1 to 6:
1 S 0.68
2 O 0.10
3 N -0.04
4 N -0.10
5 C -0.06
6 C -0.70


Molecular formula: C4H6N2OS
Method: DFT, ωB97M-V/def2-TZVPD

## Properties
* E_LUMO: -0.10 eV
* maximum force: 0.05874 Eh/bohr

The geometry in ORCA input format:
```
! wB97M-V def2-TZVPD RIJCOSX def2/J DEFGRID3
* xyz 0 1
S -2.096 -2.527 -0.463
O 0.466 2.038 0.050
N 0.337 -1.487 0.042
N 2.274 -0.082 0.126
C 0.010 0.747 0.413
C -1.008 -1.294 -0.230
C -1.258 0.197 -0.235
C 1.009 -0.314 0.146
H -2.126 0.581 0.265
H 0.804 -2.342 -0.065
H -0.185 0.768 1.555
H -1.384 0.653 -1.214
H 0.874 2.106 -0.801
H 2.282 0.956 0.409
*
```

Atomic partial charges in e from the Löwdin method, atoms 1 to 6:
1 S 0.65
2 O -0.01
3 N 0.10
4 N 0.15
5 C -0.33
6 C -0.77


Molecular formula: C4H6N2OS4
Method: DFT, ωB97M-V/def2-TZVPD

## Properties
* E_LUMO (spin up / spin down): -1.37 / -1.37 eV
* maximum force: 0.05388 Eh/bohr

The geometry in ORCA input format:
```
! wB97M-V def2-TZVPD RIJCOSX def2/J DEFGRID3
* xyz 0 1
S 2.516 1.572 -1.432
S -0.564 1.308 -1.973
S 0.266 2.316 1.780
S -1.773 -2.395 0.878
O 0.025 -2.769 -1.267
N 1.081 -0.683 -1.187
N 0.140 0.997 0.791
C -0.612 -0.008 1.071
C -0.780 -1.145 0.258
C 0.953 0.621 -1.483
C 0.062 -1.610 -0.792
H -0.872 2.104 2.657
H -1.288 -0.110 2.077
H -1.135 -3.440 0.162
H -0.961 0.143 -2.472
H 2.109 2.537 -2.275
H 1.781 -1.304 -1.546
*
```

Atomic partial charges in e from the Löwdin method, atoms 1 to 6:
1 S 0.80
2 S 0.90
3 S 0.67
4 S 0.78
5 O -0.06
6 N 0.03


Molecular formula: C4H6N2S
Method: DFT, ωB97M-V/def2-TZVPD

## Properties
* E_LUMO (spin up / spin down): -0.61 / -0.61 eV
* maximum force: 0.05656 Eh/bohr

The geometry in ORCA input format:
```
! wB97M-V def2-TZVPD RIJCOSX def2/J DEFGRID3
* xyz 0 1
S 0.059 1.888 0.231
N -0.076 -0.279 0.355
N -1.086 -0.942 0.723
C -2.426 -0.654 0.250
C 1.154 -0.708 0.148
C 1.635 1.600 -0.379
C 2.048 0.285 -0.391
H 1.316 -1.834 0.086
H -2.412 -0.747 -0.902
H -3.152 -1.459 0.591
H 2.319 2.318 -0.733
H 3.198 0.143 -0.610
H -2.577 0.390 0.630
*
```

Atomic partial charges in e from the Löwdin method, atoms 1 to 6:
1 S 0.81
2 N -0.24
3 N -0.10
4 C -0.13
5 C -0.15
6 C -0.55


Molecular formula: C4H6N2S
Method: DFT, ωB97M-V/def2-TZVPD

## Properties
* E_LUMO: 0.47 eV
* maximum force: 0.22345 Eh/bohr

The geometry in ORCA input format:
```
! wB97M-V def2-TZVPD RIJCOSX def2/J DEFGRID3
* xyz 0 1
S 1.265 -0.284 2.768
N 0.788 0.231 0.158
N -1.181 -0.654 -0.084
C -0.366 0.067 -0.535
C 0.444 -0.481 1.271
C -0.533 0.538 -1.943
C -0.857 -0.892 1.223
H 0.277 0.261 -2.652
H -0.816 1.670 -1.939
H -1.554 0.096 -2.355
H 2.330 0.533 2.614
H 1.888 0.336 -0.242
H -1.687 -1.421 1.716
*
```

Atomic partial charges in e from the Löwdin method, atoms 1 to 6:
1 S 0.78
2 N 0.09
3 N 0.09
4 C -0.58
5 C -0.74
6 C -0.04


no.,energy (eV)
1,-20107.3940
2,-20105.7608
3,-20107.6811
4,-52610.2757
5,-18056.5464
6,-18058.0993